*P*
This record from the Open Molecules 2025 dataset describes a gas-phase ion, C5H12N2 (charge +2). The level of theory is wB97M-V/def2-TZVPD.

Element x y z (Å)
N (1.96512, 0.04484, -0.45644)
N (-3.06654, -0.37018, -0.51156)
C (-0.50782, -0.32035, -0.53909)
C (2.96989, -0.59099, 0.01192)
C (-1.80186, 0.12571, 0.17439)
C (0.70251, 0.97102, 1.31945)
C (0.68723, 0.29633, 0.17495)
H (3.98114, -0.45814, -0.36127)
H (-3.84314, -0.40560, 0.16291)
H (-0.12440, 0.93591, 2.01825)
H (2.16695, 0.52518, -1.33799)
H (-3.31454, 0.25255, -1.28348)
H (1.48883, 1.63703, 1.65686)
H (-1.88183, 1.19114, 0.32728)
H (-1.80736, -0.34751, 1.15584)
H (-2.91143, -1.36262, -0.71523)
H (2.83496, -1.25817, 0.85899)
H (-0.49553, -1.41206, -0.60401)
H (-0.51112, 0.05631, -1.56996)

Calculated values
Total charge: +2
HOMO, eV: -18.6
Kohn-Sham gap, hartree: 0.3724
SMILES: C=[NH+]C(=C)CC[NH3+]

*Q*
This record from the Open Molecules 2025 dataset describes a gas-phase ion, C5H12N2 (charge +2). The level of theory is wB97M-V/def2-TZVPD.

Element x y z (Å)
N (2.04599, 1.68477, -0.73209)
N (-2.78847, -0.76299, 0.53138)
C (0.33657, 0.03438, -0.32857)
C (1.62430, 0.42221, -0.21976)
C (3.14170, 1.85427, -1.39739)
C (-0.36118, -1.19035, 0.25104)
C (-1.44940, -1.00901, 1.28954)
H (0.40013, -1.74261, 0.80949)
H (-3.10837, -1.44653, -0.15792)
H (-2.85810, 0.15542, 0.05481)
H (-3.56379, -0.81548, 1.30328)
H (1.39680, 2.46049, -0.64179)
H (3.35283, 2.83469, -1.82087)
H (-0.66955, -1.90114, -0.55575)
H (-1.56252, -1.97662, 1.73444)
H (-1.50448, -0.19101, 1.99589)
H (-0.33123, 0.68226, -0.94366)
H (3.61455, 0.94474, -1.68208)
H (2.28421, -0.03750, 0.51001)

Calculated values
Total charge: +2
HOMO, eV: -18.4
Kohn-Sham gap, hartree: 0.3645
SMILES: C=[NH+]/C=C/CC[NH3+]

Most stable structure, least stable structure: *P*, *Q*.

*P*
This record from the Open Molecules 2025 dataset describes a molecular structure, C2H4N3O. The level of theory is wB97M-V/def2-TZVPD.

Element x y z (Å)
O (0.48214, -3.49599, -3.17873)
N (0.05229, -3.12976, -2.20248)
N (-0.22639, -0.42586, 0.33406)
N (-0.29586, -2.76804, -1.22914)
C (-0.15568, -1.61155, 0.34659)
C (-0.22307, 0.62927, -0.66252)
H (0.67953, 1.19894, -0.27663)
H (-1.06579, 1.30503, -0.63984)
H (-0.11278, 0.11912, -1.62921)
H (-0.03772, -2.52282, 0.88105)

Calculated values
Total charge: +1
HOMO (alpha / beta), eV: -11.5 / -16.4
Kohn-Sham gap (alpha / beta), hartree: 0.2752 / 0.2024
Spin multiplicity: 3

*Q*
This record from the Open Molecules 2025 dataset describes a gas-phase ion, C2H4N3O (charge +1). The level of theory is wB97M-V/def2-TZVPD.

Element x y z (Å)
O (3.06387, -0.32837, -0.07588)
N (-0.79952, -1.66118, -0.10972)
N (-0.47318, 0.64844, -0.16061)
N (1.98387, 0.15070, -0.03981)
C (0.92439, 0.89204, -0.12365)
C (-1.29489, -0.49460, -0.05553)
H (-2.23061, -0.07903, 0.36042)
H (-1.18331, -2.57480, 0.05188)
H (-1.02350, 1.53744, 0.14817)
H (1.03288, 1.90936, 0.00471)

Calculated values
Total charge: +1
HOMO (alpha / beta), eV: -14.9 / -15.4
Kohn-Sham gap (alpha / beta), hartree: 0.3722 / 0.2603
Spin multiplicity: 3

*R*
This record from the Open Molecules 2025 dataset describes 2 unconnected molecules or ions with the total composition C2H4N3O. The level of theory is wB97M-V/def2-TZVPD.

Element x y z (Å)
O (-0.66874, -2.02042, 0.09218)
N (0.31951, 1.96613, 0.14938)
N (-1.37753, -1.00668, -0.15781)
N (1.65921, -1.44195, -0.10936)
C (0.49667, 0.77944, -0.25733)
C (1.31243, -0.32209, -0.01598)
H (-0.62572, 2.40960, 0.08036)
H (1.09844, 2.64141, 0.30600)
H (-1.39761, -0.75284, -1.13999)
H (-0.81666, -2.25260, 1.05257)

Calculated values
Total charge: +1
HOMO (alpha / beta), eV: -13.0 / -15.3
Kohn-Sham gap (alpha / beta), hartree: 0.2180 / 0.2735
Spin multiplicity: 3

Most stable structure, least stable structure: *Q*, *P*.

*P*
This record from the Open Molecules 2025 dataset describes a single CH4ClN2P molecule. The level of theory is wB97M-V/def2-TZVPD.

Element x y z (Å)
Cl (-2.48823, 0.82876, 1.50523)
P (-0.64595, 0.56751, 1.01048)
N (-0.48160, -0.16632, -0.41905)
N (0.01586, -0.75182, 1.45762)
C (0.65468, -0.49374, -1.13117)
H (0.46953, -0.30442, -2.20644)
H (0.90261, -1.55968, -0.76230)
H (1.54499, 0.01744, -0.83663)
H (0.02811, 1.86226, 1.38227)

Calculated values
Total charge: 0
HOMO, eV: -9.3
Kohn-Sham gap, hartree: 0.3198

*Q*
This record from the Open Molecules 2025 dataset describes a single CH4ClN2P molecule. The level of theory is wB97M-V/def2-TZVPD.

Element x y z (Å)
Cl (-3.45123, -0.66435, -0.14643)
P (-2.01685, 0.78038, 0.10720)
N (0.57173, 0.51593, 0.00773)
N (-0.74659, -0.21744, 0.17271)
C (1.59874, -0.35105, 0.14693)
H (2.50526, 0.14706, 0.82454)
H (1.20494, -1.36686, 0.66165)
H (2.19862, -0.40124, -0.74879)
H (-1.86461, 1.55758, -1.02555)

Calculated values
Total charge: 0
HOMO (alpha / beta), eV: -9.0 / -8.9
Kohn-Sham gap (alpha / beta), hartree: 0.2827 / 0.2962
SMILES: C/N=N/PCl

Most stable structure, least stable structure: *Q*, *P*.

*P*
This record from the Open Molecules 2025 dataset describes 6 unconnected molecules or ions with the total composition C12H36O6. The level of theory is wB97M-V/def2-TZVPD.

Element x y z (Å)
O (8.99452, -0.66420, 3.43272)
O (7.65434, 6.34151, 0.74652)
O (0.88596, -5.49941, -4.75846)
O (-0.86179, -1.22290, 0.48594)
O (-8.13212, 2.41626, 2.36647)
O (-6.32208, 1.10334, -2.90641)
C (-0.20985, -6.31009, -5.14162)
C (6.76422, 6.01196, -0.28350)
C (-7.54665, 1.80100, 3.42807)
C (-7.78138, 0.28838, 3.55108)
C (-6.92700, 0.45304, -3.98306)
C (0.18453, -6.91772, -6.42872)
C (5.48628, 6.74817, -0.17771)
C (8.25670, -0.57974, 5.57769)
C (7.84896, -0.35884, 4.12582)
C (0.02999, -1.38404, 1.59299)
C (0.49063, 0.02990, 1.89611)
C (-8.01633, -0.42085, -3.45596)
H (-0.46881, -1.70371, -0.24618)
H (-8.82772, -0.01462, 3.58947)
H (7.55965, 0.68177, 3.97913)
H (7.64157, 0.03473, 6.23506)
H (0.24184, -6.20226, -7.24904)
H (7.31892, 6.26620, -1.18670)
H (5.66340, 7.60598, 0.47106)
H (6.46698, 4.96331, -0.27493)
H (-1.10516, -5.69142, -5.20302)
H (5.14664, 7.21743, -1.10104)
H (-0.55062, -7.67688, -6.69579)
H (-5.48607, 0.64988, -2.77578)
H (1.13121, 0.07957, 2.77661)
H (-8.88431, 0.13789, -3.10593)
H (-7.34571, 1.17029, -4.68900)
H (-0.40288, -7.05549, -4.37010)
H (7.05177, -1.02278, 3.79149)
H (0.83700, -2.07495, 1.34913)
H (9.26434, -0.20563, 5.75879)
H (9.31088, 0.09026, 2.93042)
H (-8.42273, -1.17038, -4.13504)
H (8.19821, -1.59911, 5.95924)
H (-7.83586, 2.35355, 4.32202)
H (1.06111, -4.79207, -5.38343)
H (-7.38329, -0.22892, 2.67814)
H (8.26378, 5.60232, 0.80814)
H (-0.40253, -1.84928, 2.47875)
H (-7.83958, -1.10393, -2.62514)
H (-6.48644, 1.92622, 3.20814)
H (-7.19944, -0.07422, 4.39841)
H (1.12500, -7.43218, -6.23133)
H (-6.12349, -0.13623, -4.42491)
H (-7.59981, 2.14009, 1.61682)
H (4.64981, 6.15555, 0.19271)
H (-0.41649, 0.62529, 1.99972)
H (1.04993, 0.49771, 1.08590)

Calculated values
Total charge: 0
HOMO, eV: -10.0
Kohn-Sham gap, hartree: 0.3833
SMILES: CCO.CCO.CCO.CCO.CCO.CCO

*Q*
This record from the Open Molecules 2025 dataset describes 6 unconnected molecules or ions with the total composition C12H36O6. The level of theory is wB97M-V/def2-TZVPD.

Element x y z (Å)
O (2.03525, -1.54305, -1.59741)
O (3.30179, 3.74598, 1.31947)
O (-0.43589, 1.44409, -3.55300)
O (1.82151, -4.10735, -0.04797)
O (-2.37860, 1.39695, 5.15357)
O (-0.43243, 0.17537, -0.97351)
C (1.53315, -1.98776, -2.82832)
C (2.26394, 2.84869, 1.62903)
C (-0.30494, 2.80503, -3.04046)
C (-2.73915, 0.06537, 5.23089)
C (0.52865, -4.63479, -0.31596)
C (2.65918, -2.86657, -3.38451)
C (-1.75318, 0.35918, -0.40921)
C (-1.56243, 3.61398, -2.71801)
C (-1.53837, 1.21156, 0.85306)
C (-1.93008, -0.69118, 4.24613)
C (1.96397, 1.91951, 0.44884)
C (-0.49773, -3.58725, 0.24604)
H (0.43784, -4.83095, -1.38430)
H (0.71527, -2.63948, -2.52103)
H (1.29562, 1.11510, 0.75598)
H (0.23408, 3.34873, -3.81631)
H (-2.07294, 3.93424, -3.62627)
H (-2.56449, -0.31544, 6.23716)
H (2.45681, 2.21392, 2.49389)
H (1.27759, -1.09793, -1.21085)
H (0.41795, 2.77146, -2.22536)
H (-0.46233, 0.59470, -1.83656)
H (-1.43573, -4.08343, 0.49514)
H (1.15600, -1.12961, -3.38459)
H (-1.04865, 2.13414, 0.54143)
H (-2.13205, -0.61826, -0.11058)
H (2.75996, -3.70303, -2.69293)
H (-1.97498, -1.77112, 4.38700)
H (2.43527, -3.31598, -4.35199)
H (-1.53114, 1.51368, 5.58921)
H (-0.86293, -0.48265, 4.32226)
H (-0.92923, 0.61920, 1.53582)
H (-0.22533, -3.30287, 1.26242)
H (3.54064, 4.29738, 2.06814)
H (-2.27531, -0.53612, 3.22394)
H (1.42244, 3.44564, 1.98067)
H (2.86782, 1.47997, 0.02699)
H (-2.26003, 3.17189, -2.00667)
H (1.95361, -3.28274, -0.52142)
H (-3.75904, -0.13960, 4.90544)
H (1.48180, 2.51311, -0.32786)
H (-2.36072, 1.72810, 1.34805)
H (-0.63873, -2.67311, -0.33064)
H (-0.71417, 1.37679, -4.46932)
H (-1.36119, 4.57349, -2.24163)
H (-2.41260, 0.78773, -1.16394)
H (3.58693, -2.29873, -3.45466)
H (0.44733, -5.56599, 0.24471)

Calculated values
Total charge: 0
HOMO, eV: -9.6
Kohn-Sham gap, hartree: 0.3712
SMILES: CCO.CCO.CCO.CCO.CCO.CCO

Most stable structure, least stable structure: *Q*, *P*.